Record 1
Here is a cluster of 2 separate species, C2H2P2 in total from OMol25. Energies are from ωB97M-V with the def2-TZVPD basis set.

```
6
Properties=species:S:1:pos:R:3
C 0.2870 -0.0700 -0.6284
C -0.3167 -0.0712 0.4015
P -0.2273 3.3547 2.9725
P 0.7736 2.5160 4.3825
H 0.8106 -0.0700 -1.5366
H -0.8259 -0.1091 1.3163
```

Properties
- Highest occupied orbital energy: -9.939 eV
- E_tot: -20680.596 eV
- LUMO energy: -0.6636 eV
- ΔE to the lowest compared entry with this formula, charge and spin: 0.638 eV

---

Record 2
Here is the molecule C2H2S from OMol25. Energies are from ωB97M-V with the def2-TZVPD basis set.

```
5
Properties=species:S:1:pos:R:3
C 0.1836 -0.8381 -0.9650
C 0.0757 -0.1421 0.0363
S 0.1861 0.5973 1.5186
H 0.1884 -1.1656 -2.0506
H -0.6338 1.5485 1.4608
```

Properties
- Highest occupied orbital energy: -9.065 eV
- E_tot: -12939.021 eV
- LUMO energy: 0.7819 eV
- ΔE to the lowest compared entry with this formula, charge and spin: 0.966 eV
- Structure (SMILES): C#CS

---

Record 3
Here is a cluster of 2 separate species, C2H2S in total from OMol25. Energies are from ωB97M-V with the def2-TZVPD basis set.

```
5
Properties=species:S:1:pos:R:3
C 1.3857 0.2651 0.1400
C 0.4122 -0.3636 0.3459
S -2.0489 -0.4713 0.3260
H 2.3822 0.3377 0.0715
H -2.1312 0.2321 -0.8834
```

Properties
- Highest occupied orbital energy: -10.243 eV
- E_tot: -12935.975 eV
- LUMO energy: -2.1847 eV
- ΔE to the lowest compared entry with this formula, charge and spin: 4.012 eV

---

Record 4
Here is a cluster of 15 separate species, C2H34O14 in total from OMol25. Energies are from ωB97M-V with the def2-TZVPD basis set.

```
50
Properties=species:S:1:pos:R:3
C 0.0558 0.3950 0.3730
C 0.5779 1.6847 -0.2397
H 0.2186 -0.4919 -0.2183
H -0.9891 0.4444 0.6209
H 0.3914 0.1755 1.3800
H 0.4161 2.5103 0.4197
H 1.6186 1.6500 -0.4571
H -0.0176 1.8277 -1.1575
H -0.6769 -4.3242 -0.1305
H -0.0557 -3.7846 -1.3230
O -0.8845 -4.1761 -1.0700
H 4.2446 -0.1320 0.1732
H 3.9549 -0.6790 1.4832
O 4.2323 0.1873 1.0980
H 1.5203 3.3892 2.2438
H 1.2281 4.3539 1.0171
O 0.9825 4.1761 1.9269
H -3.0084 0.8786 -1.0663
H -4.2357 0.1772 -1.9992
O -3.4950 0.0338 -1.3986
H 2.2704 1.1395 2.1566
H 3.4360 2.0740 2.1278
O 2.5140 2.0086 2.4412
H -1.6941 -0.8052 -2.3630
H -1.7382 0.4124 -3.4784
O -1.2917 -0.3622 -3.1860
H 1.3548 -1.4101 -3.7701
H 0.5841 -0.7617 -2.6554
O 1.3492 -1.3295 -2.7876
H 2.7792 -0.6857 -1.6549
H 3.6705 -1.7880 -1.8551
O 3.7014 -0.9542 -1.3767
H -2.1816 -2.7174 -0.4639
H -2.9687 -1.2951 -0.4041
O -2.4674 -1.9471 0.1322
H -0.4788 -2.9416 2.3109
H -1.0180 -2.1922 1.0158
O -0.3270 -2.1453 1.7337
H -2.2492 3.1203 1.8513
H -0.8487 3.7034 1.5855
O -1.7502 3.7248 1.2298
H -2.7770 -0.7556 1.7299
H -1.6256 -1.0362 2.7241
O -2.3214 -0.3988 2.5339
H -1.6235 2.7096 -0.2513
H -1.7406 3.2134 -1.6424
O -1.9332 2.4474 -1.1490
H 1.0679 -2.5583 0.7307
H 1.6303 -2.3400 -0.6699
O 1.4965 -3.0320 0.0074
```

Properties
- Highest occupied orbital energy: -10.764 eV
- E_tot: -31291.750 eV
- LUMO energy: 0.0050 eV
- ΔE to the lowest compared entry with this formula, charge and spin: 0.000 eV

---

Record 5
Here is a structure of composition C2H35O16V from OMol25. Energies are from ωB97M-V with the def2-TZVPD basis set.

```
54
Properties=species:S:1:pos:R:3
V 2.0182 0.1349 3.4864
C 0.0114 0.0422 -0.7452
C -0.0249 -0.0902 0.7629
O 1.1880 0.1304 1.4052
H 0.4975 0.9874 -0.9869
H -1.0148 0.2112 -1.0715
H 0.6314 -0.7710 -1.1226
H -0.6020 -0.9602 1.0763
H -0.6171 0.7524 1.1197
O 2.1806 -3.9932 -2.0283
H 2.2248 -3.0730 -1.7685
H 2.8591 -4.4225 -1.5072
O -0.1436 0.6640 4.4873
H -0.9351 0.4756 3.9830
H -0.4314 1.2734 5.1670
O -3.3279 -0.4700 -3.1449
H -3.9226 0.0708 -2.6252
H -2.9720 -1.1029 -2.5212
O -2.7004 -2.2545 -0.8968
H -2.3883 -2.6682 -0.0921
H -1.9362 -2.2438 -1.4731
O -1.9281 -3.3284 1.2366
H -0.9964 -3.1345 1.3397
H -2.2005 -3.6594 2.0924
O -0.6071 -2.9612 -2.9083
H 0.1063 -2.4510 -3.2918
H -0.9848 -3.4386 -3.6470
O -1.9277 2.7486 -2.6708
H -1.4444 2.9654 -1.8735
H -1.2903 2.8611 -3.3759
O 4.0632 0.0530 2.4300
H 3.9621 -0.2116 1.5157
H 5.0071 0.0218 2.5858
O -0.3233 4.0313 -0.2465
H -0.0103 4.6270 -0.9272
H 0.3751 3.3832 -0.1551
O -2.2802 -0.4291 3.3957
H -2.9483 -1.1112 3.4631
H -2.3554 -0.1075 2.4973
O 3.4858 -0.5381 -0.1841
H 2.7254 -0.4269 0.3866
H 3.1788 -0.2652 -1.0487
O -3.9078 0.2685 0.9695
H -3.3048 -0.3744 0.5961
H -4.6794 0.2305 0.4043
O 1.1961 1.4280 -3.8322
H 2.1526 1.4442 -3.8649
H 0.9686 0.5023 -3.9192
O 2.2547 2.3902 3.1064
H 1.7837 2.6500 2.3146
H 2.7673 3.1626 3.3451
O 2.2570 2.6734 -0.2486
H 2.3362 2.4358 -1.1725
H 1.9742 1.8673 0.1832
```

Properties
- <S²>: 6.002
- Highest occupied orbital energy (spin up / spin down): -4.939 / -8.783 eV
- E_tot: -61088.056 eV
- LUMO energy (spin up / spin down): -0.2215 / -0.2458 eV
- ΔE to the lowest compared entry with this formula, charge and spin: 0.261 eV
- 2S+1: 5

---

Record 6
Here is a structure of composition C2H37CdO17 from OMol25. Energies are from ωB97M-V with the def2-TZVPD basis set.

```
57
Properties=species:S:1:pos:R:3
Cd -1.1185 -2.7939 1.1080
C 0.4445 1.3041 0.2640
C -0.3975 0.2271 1.0080
O -0.4955 -0.9419 0.1650
H 0.5825 2.2151 0.8750
H -0.0235 1.6101 -0.6950
H 1.4075 1.0781 -0.0130
H -1.3915 0.6311 1.1760
H -0.0665 0.0731 2.0300
O -3.6285 -0.7229 1.1870
H -4.2285 0.0041 0.9300
H -3.5115 -1.1559 0.3440
O 0.9635 -2.4429 2.1670
H 1.0565 -1.8359 2.9070
H 1.5025 -3.1969 2.3810
O 2.9525 1.1571 -2.3440
H 3.1235 0.9831 -3.3020
H 3.7485 0.9371 -1.8310
O 0.8195 3.0001 -3.2500
H 1.3585 2.7151 -2.5440
H 0.5675 2.1531 -3.6720
O -0.7475 0.6591 -4.0620
H -0.9065 0.3891 -3.1860
H 0.1635 0.4771 -4.2830
O 3.1345 -1.1329 0.6220
H 3.3625 -0.9999 1.5430
H 2.5435 -1.8669 0.6280
O -2.5165 -2.6299 -0.6980
H -3.2295 -3.1529 -1.0930
H -2.1835 -2.1559 -1.4410
O -1.5915 3.0611 -2.1500
H -0.7175 3.2291 -2.5030
H -1.5395 3.4251 -1.2900
O -1.9795 0.3821 -1.6080
H -1.8925 1.2991 -1.6840
H -1.3685 0.1391 -0.8690
O 4.9775 0.4111 -0.3660
H 5.3805 -0.4399 -0.3520
H 4.1715 0.1081 0.0020
O -1.7405 -1.8599 3.1200
H -2.4095 -2.0369 3.7870
H -1.3655 -1.0499 3.5240
O -2.8125 2.4921 0.5150
H -2.1975 2.0691 1.1150
H -3.6555 2.1901 0.8910
O -1.0485 0.1521 4.5290
H -0.2415 -0.1669 4.8790
H -0.7205 0.9341 4.0350
O 1.1315 -0.8719 -1.8600
H 1.6955 -0.0699 -2.0080
H 0.6905 -0.8439 -0.9700
O -0.8465 -2.2759 -3.0090
H -0.8665 -2.1409 -3.9640
H -0.2295 -1.6319 -2.6150
O 1.5965 -0.2699 3.8590
H 2.4285 -0.0369 3.4610
H 1.8635 -0.7799 4.6120
```

Properties
- Highest occupied orbital energy: -12.505 eV
- Charge: +1
- E_tot: -42039.897 eV
- LUMO energy: -5.3240 eV

---

Record 7
Here is a cluster of 16 separate species, C2H38NO15 in total from OMol25. Energies are from ωB97M-V with the def2-TZVPD basis set.

```
56
Properties=species:S:1:pos:R:3
C 1.5619 3.5729 0.4257
C 1.2515 2.4797 1.4763
N -0.2605 2.2233 1.4817
H 2.5719 3.9106 0.6827
H 1.3010 3.2266 -0.5869
H 1.0951 4.5434 0.6750
H 1.8817 1.6055 1.2063
H 1.5308 2.9882 2.4557
H -0.5780 2.3603 0.4827
H -0.8799 2.8567 1.9806
H -0.4173 1.1502 1.6730
H -0.8823 -0.8720 -2.9912
H -2.1215 -0.0221 -3.1184
O -1.1980 0.0217 -2.7727
H -4.2279 0.4271 -0.5651
H -5.0105 1.7136 -0.9057
O -4.5739 0.9595 -1.2825
H 2.8412 -0.1874 3.1526
H 1.5952 0.3906 3.6735
O 1.9435 0.0220 2.8423
H -1.0285 -1.0644 2.5978
H -2.2068 -0.3983 1.9355
O -1.6781 -0.3405 2.7206
H -0.5606 0.8719 4.3344
H -0.0307 2.1379 4.9492
O 0.0175 1.6716 4.1164
H 0.5463 -3.0003 -1.4485
H -0.3637 -3.5735 -2.4527
O 0.0064 -2.7049 -2.2460
H 2.0717 -1.2742 0.1982
H 1.6342 -0.9827 1.5250
O 1.5202 -1.7189 0.8867
H -4.6692 -1.2228 1.1418
H -5.1310 0.2663 1.4064
O -4.4196 -0.3036 1.1252
H 1.5797 -5.0561 -0.2927
H 2.0760 -3.6895 0.3607
O 1.8344 -4.1528 -0.4412
H 2.6191 -0.7237 -1.8935
H 3.8773 -0.0818 -1.0124
O 3.1428 -0.6763 -1.0972
H -1.9445 1.5316 -1.5697
H -0.6248 2.1707 -1.9489
O -1.3501 2.2782 -1.3234
H 0.8128 2.7771 -4.1272
H 2.0422 2.1813 -4.6188
O 1.7788 2.8050 -3.9321
H 2.1445 -1.2981 -4.3316
H 1.4043 -2.2870 -3.3226
O 2.1248 -1.6614 -3.4545
H 0.3176 -2.9503 1.0568
H -0.2446 -3.5955 2.2826
O -0.5020 -2.9104 1.6508
H -0.5490 -1.1888 0.2908
H -0.7947 -0.0753 -0.7704
O -0.7085 -0.2535 0.1741
```

Properties
- Highest occupied orbital energy: -13.405 eV
- Charge: +1
- E_tot: -34888.730 eV
- LUMO energy: -2.2747 eV
- ΔE to the lowest compared entry with this formula, charge and spin: 0.728 eV

---

Record 8
Here is a structure of composition C2H38O19V from OMol25. Energies are from ωB97M-V with the def2-TZVPD basis set.

```
60
Properties=species:S:1:pos:R:3
V -0.2867 2.2748 -1.3992
O -1.5055 1.0633 -0.2142
C -0.5357 0.3102 0.5344
C 0.4969 -0.2272 -0.4514
O 1.1592 0.8403 -1.0775
H -0.9176 -0.4416 1.2622
H -0.0006 1.0990 1.0913
H -0.0153 -0.6269 -1.2821
H 1.2158 -0.9191 0.0448
O 3.5805 -2.2653 1.8767
H 4.0675 -2.4524 2.6375
H 2.9277 -1.6936 2.2230
O 0.0742 -0.7908 -4.6479
H -0.1422 -1.5049 -4.0453
H -0.5790 -0.9134 -5.3202
O -0.9578 1.2781 -3.2317
H -0.4406 0.6209 -3.7163
H -1.7935 1.4794 -3.6761
O 1.2572 -0.7479 2.8930
H 1.1240 -1.3122 3.6439
H 0.5259 -0.7248 2.3240
O -1.4778 -0.0112 4.0798
H -0.7106 0.4000 3.7893
H -2.1397 0.6624 3.8946
O 0.4736 2.5317 3.0033
H -0.4141 2.8877 2.9688
H 0.8125 3.0037 3.7613
O 2.8895 -1.0898 -2.0867
H 3.6820 -0.9472 -1.5570
H 2.2128 -0.4479 -1.7763
O -3.9765 1.6356 -1.0508
H -4.4548 0.7682 -0.9174
H -3.0735 1.4758 -0.5960
O 0.1758 3.4645 0.4043
H 0.7619 4.2102 0.3304
H 0.4207 3.0331 1.1687
O -2.2160 -1.7235 -1.2902
H -2.0383 -0.7796 -1.1321
H -1.6157 -1.8979 -2.0277
O -1.7642 -2.9632 1.0142
H -1.6908 -2.7534 0.1061
H -2.4968 -3.5392 0.9785
O -2.2069 2.3743 2.2306
H -2.7689 2.9493 1.6913
H -1.7264 1.9362 1.4835
O -0.1735 -2.6988 -2.8806
H 0.4552 -2.7296 -2.1213
H 0.1701 -3.4166 -3.4107
O 3.5188 1.8338 -1.6395
H 3.9244 2.2679 -0.8781
H 2.7763 1.3365 -1.2893
O -3.3542 -0.5007 1.1936
H -2.7531 -1.2005 0.9682
H -2.8797 0.3084 1.1127
O 1.7706 -3.1234 -0.9772
H 2.1859 -2.4796 -1.5533
H 1.1922 -2.5049 -0.4654
O 2.7447 1.2353 1.2745
H 2.1134 1.1152 0.6077
H 2.3968 1.0310 2.1194
```

Properties
- <S²>: 3.756
- Highest occupied orbital energy (spin up / spin down): -9.007 / -10.095 eV
- E_tot: -67281.573 eV
- LUMO energy (spin up / spin down): -0.9829 / -1.1314 eV
- ΔE to the lowest compared entry with this formula, charge and spin: 0.000 eV
- 2S+1: 4